# 1
DFT (ωB97M-V/def2-TZVPD) results for 2 unconnected molecules or ions with the total composition C45H45N2O2Si in a non-equilibrium geometry.

Its charge is +1. The lowest unoccupied orbital energy is -4.82 eV. As for the multiplicity: 1. As for the total energy: -62341.5366 eV.

Each line ends with the Mulliken charge.
Cartesian coordinates (Å):
1 C 2.68724 8.85802 2.17321  -1.0136
2 Si 3.24730 7.18966 1.53575  0.3495
3 C 2.85340 6.97592 -0.27813  -0.9735
4 C 5.04288 6.91173 1.94051  -1.0114
5 O 2.39921 6.01419 2.39541  -0.4561
6 C 1.66139 4.96142 1.87932  1.0031
7 C 2.31014 3.79267 1.59472  -0.9005
8 C 0.26293 5.17259 1.71613  -0.7177
9 C -0.30756 6.41759 1.88156  -0.0197
10 O -1.55737 6.64341 1.48941  -0.3646
11 C -2.05106 7.99695 1.50175  -0.6892
12 H 3.25625 9.65828 1.67757  0.3502
13 H 1.62060 9.04150 1.98826  0.2916
14 H 2.85491 8.94581 3.25579  0.3170
15 H 3.37118 7.75501 -0.85537  0.3952
16 H 3.18676 5.99986 -0.65738  0.3019
17 H 1.77879 7.06081 -0.49190  0.3059
18 H 5.65693 7.65487 1.41181  0.3291
19 H 5.22988 7.01528 3.01866  0.2876
20 H 5.38173 5.91056 1.64304  0.2824
21 H 1.73371 2.96195 1.21128  0.0971
22 H 3.37240 3.68755 1.78928  0.2920
23 H -0.35133 4.31065 1.43314  0.3192
24 H 0.24570 7.25017 2.35075  0.3691
25 H -3.13791 7.90872 1.41567  0.2420
26 H -1.78474 8.51954 2.42934  0.3326
27 H -1.64963 8.54710 0.64250  0.2890
28 C 0.33145 -0.64097 -8.04276  -0.4186
29 C 0.65490 0.63488 -7.55891  -0.7155
30 C 0.08004 1.08882 -6.37539  -0.2573
31 C -0.80817 0.25984 -5.68142  0.3449
32 N -1.32964 0.72818 -4.44385  0.7961
33 C -2.64934 1.25209 -4.41810  0.4073
34 C -3.73898 0.38124 -4.36944  -0.0996
35 C -5.03223 0.90472 -4.37052  -0.7467
36 C -5.22249 2.29047 -4.40739  -0.4206
37 C -4.12268 3.15827 -4.44410  -0.7299
38 C -2.83026 2.63761 -4.45552  -0.2288
39 C -0.77331 0.23629 -3.24202  0.3516
40 C -0.09863 1.14581 -2.40848  -0.3198
41 C 0.48237 0.69671 -1.24226  -1.3337
42 C 0.34154 -0.66311 -0.81504  0.9548
43 C 0.92214 -1.06143 0.41957  -0.2482
44 C 0.66761 -2.24188 1.16848  0.6611
45 C 1.62193 -2.67056 2.14916  -1.2211
46 C 1.45210 -3.84117 2.85526  -0.4249
47 C 0.26708 -4.58811 2.69229  1.0301
48 N 0.09781 -5.75213 3.43369  0.9090
49 C -1.21300 -6.21209 3.74612  -0.4547
50 C -1.88837 -7.05877 2.86724  0.1242
51 C -3.21895 -7.39124 3.13385  -0.7248
52 C -3.83290 -6.92616 4.30185  -0.4189
53 C -3.12051 -6.13695 5.21433  -0.6940
54 C -1.80402 -5.77746 4.93757  -0.2104
55 C 1.18167 -6.65781 3.60313  -0.4119
56 C 1.84289 -6.72545 4.83239  -0.0125
57 C 2.87983 -7.64426 5.00047  -0.7244
58 C 3.22434 -8.50650 3.95255  -0.3869
59 C 2.55075 -8.43955 2.72718  -0.7747
60 C 1.53398 -7.50257 2.54588  -0.1231
61 C -0.73658 -4.14086 1.81502  -0.4456
62 C -0.53683 -3.00465 1.04655  -1.1341
63 C -0.32663 -1.56683 -1.69942  -1.1803
64 C -0.87076 -1.11340 -2.89523  -0.1315
65 C -1.16568 -0.99264 -6.17416  0.0434
66 C -0.57785 -1.45123 -7.35634  -0.8958
67 H 0.78626 -0.99755 -8.96469  0.3758
68 H 1.35332 1.27532 -8.09361  0.3742
69 H 0.30367 2.07063 -5.95690  0.3624
70 H -3.55753 -0.69311 -4.33061  0.2042
71 H -5.88501 0.22622 -4.33856  0.3721
72 H -6.23134 2.69793 -4.40886  0.3772
73 H -4.26477 4.23719 -4.46187  0.3773
74 H -1.94629 3.27484 -4.48348  0.3285
75 H -0.04334 2.18939 -2.72490  0.4377
76 H 1.04936 1.39560 -0.62488  0.3077
77 H 1.66767 -0.38152 0.83871  0.4461
78 H 2.51471 -2.06670 2.31874  0.3801
79 H 2.20388 -4.20115 3.56112  0.4871
80 H -1.38038 -7.41487 1.97039  0.3299
81 H -3.76973 -8.00832 2.42338  0.3816
82 H -4.86892 -7.18714 4.51065  0.3914
83 H -3.58517 -5.79166 6.13719  0.3766
84 H -1.21715 -5.15522 5.61476  0.3969
85 H 1.54433 -6.04095 5.62677  0.4180
86 H 3.41368 -7.67882 5.94941  0.3858
87 H 4.01996 -9.23645 4.09222  0.3904
88 H 2.81387 -9.10843 1.90750  0.3776
89 H 1.00264 -7.41281 1.59712  0.3721
90 H -1.65635 -4.72294 1.72863  0.4884
91 H -1.32391 -2.67562 0.37045  0.7208
92 H -0.38497 -2.62700 -1.45859  0.7068
93 H -1.38538 -1.79476 -3.57580  0.1670
94 H -1.88605 -1.59913 -5.62708  0.1537
95 H -0.83536 -2.44196 -7.73155  0.3703

=====

# 2
DFT (ωB97M-V/def2-TZVPD) results for a molecular structure, C45H45N5O2SSiW.

Its charge is +2. The lowest unoccupied orbital energy (alpha / beta) is -5.47 / -5.95 eV. As for the multiplicity: 3. As for the total energy: -79469.2391 eV.

Each line ends with the Mulliken charge.
Cartesian coordinates (Å):
1 W 0.44243 -0.19533 0.26585  1.4781
2 C 3.65602 -3.19992 1.14957  -1.2246
3 C 4.30086 -3.31921 -0.07272  -1.3132
4 C 3.86045 -2.56564 -1.14593  -0.7827
5 C 2.77870 -1.69911 -0.99789  0.8674
6 C 2.10333 -1.55254 0.22560  0.0437
7 C 2.58246 -2.33164 1.28883  0.8739
8 C 2.26056 -0.91059 -2.12137  0.6908
9 C 2.88418 -0.89632 -3.38950  -1.2288
10 C 2.32672 -0.19116 -4.40597  -1.6374
11 C 1.09930 0.47780 -4.20533  0.5774
12 C 0.46364 1.19229 -5.24659  -0.7022
13 C -0.73064 1.81711 -5.02898  -1.2071
14 C -1.34254 1.71645 -3.76424  -0.5475
15 C -0.74347 1.03278 -2.74030  -0.1596
16 C 0.51275 0.42462 -2.92472  0.5122
17 N 1.14652 -0.22997 -1.87927  0.8707
18 H 3.99302 -3.78181 1.99893  0.4967
19 H 5.14189 -3.99021 -0.18859  0.4571
20 H 4.37051 -2.66727 -2.09340  0.4381
21 H 2.12806 -2.26031 2.26945  0.5500
22 H 3.81136 -1.42627 -3.53538  0.6601
23 H 2.80596 -0.14452 -5.37747  0.4805
24 H 0.94657 1.23314 -6.21588  0.5014
25 H -1.21333 2.37210 -5.82255  0.4417
26 H -2.30315 2.18702 -3.59401  0.5259
27 H -1.25563 0.94387 -1.79444  0.0751
28 C 2.45146 3.96677 0.71123  -1.4130
29 Si 2.15528 2.63436 -0.56440  0.4027
30 C 3.62965 1.48788 -0.45769  -1.0925
31 C 2.23157 3.31692 -2.30277  -1.1001
32 N 0.59470 1.81146 -0.21577  1.2980
33 C -0.55784 2.61463 -0.22638  0.8454
34 C -0.60418 3.95625 -0.63794  -1.0292
35 C -1.79803 4.65381 -0.72001  -1.4073
36 C -3.00405 4.04621 -0.40526  -1.1044
37 C -2.99646 2.73450 0.04188  -0.6735
38 C -1.78626 2.07823 0.15731  0.3939
39 O -1.70170 0.73334 0.60525  1.0053
40 C -2.78122 0.24111 1.37425  -0.2280
41 C -3.38057 -0.93350 0.97350  -0.3460
42 C -4.39129 -1.46736 1.76857  -0.8356
43 C -4.79172 -0.81815 2.92688  -0.8361
44 C -4.18700 0.37800 3.29786  -0.9615
45 C -3.17200 0.91474 2.52103  -0.0607
46 H 3.25680 4.61372 0.34714  0.5139
47 H 2.80674 3.52036 1.64456  0.3004
48 H 1.59657 4.60173 0.94619  0.3624
49 H 4.48105 2.11861 -0.18040  0.6715
50 H 3.86570 1.04694 -1.42905  0.3295
51 H 3.57833 0.68250 0.27221  0.1419
52 H 3.22508 3.76325 -2.42608  0.4847
53 H 1.49778 4.07682 -2.56583  0.4061
54 H 2.15428 2.51379 -3.03999  0.1335
55 H 0.30208 4.47187 -0.91402  0.4108
56 H -1.77975 5.68511 -1.04956  0.4752
57 H -3.93817 4.58390 -0.49416  0.4893
58 H -3.91836 2.23702 0.30897  0.6273
59 H -3.05229 -1.41337 0.06248  0.4096
60 H -4.87821 -2.38726 1.46892  0.4902
61 H -5.58383 -1.23366 3.53609  0.4568
62 H -4.50084 0.89081 4.19779  0.4883
63 H -2.70265 1.85345 2.79200  0.5029
64 O -0.83951 -1.61671 -0.67069  -0.9477
65 S -0.49117 -2.73601 -1.70436  0.6289
66 C -1.48026 -2.37801 -3.17345  -0.2665
67 C -2.84725 -3.01290 -2.96729  -0.5511
68 C -2.56046 -4.37470 -2.34928  -0.8036
69 C -1.57393 -4.12050 -1.20971  -0.2913
70 H -0.93155 -2.85757 -3.99059  0.6230
71 H -1.45729 -1.30434 -3.32864  -0.2310
72 H -3.37959 -3.09135 -3.91407  0.5237
73 H -3.45383 -2.40063 -2.29628  0.1750
74 H -2.12359 -5.04576 -3.08975  0.3368
75 H -3.45770 -4.85660 -1.96285  0.4082
76 H -0.94948 -4.97309 -0.94708  0.6054
77 H -2.08309 -3.74881 -0.32156  -0.0135
78 C 2.31805 2.12256 4.39486  -0.8606
79 C 3.06769 1.13067 3.79166  -1.3229
80 C 2.57108 0.49634 2.66576  -0.2894
81 N 1.39559 0.81424 2.10824  0.9752
82 C 0.69592 1.81534 2.68074  0.1594
83 C 1.10264 2.46937 3.82110  -1.1407
84 H 2.67486 2.62500 5.28478  0.4948
85 H 4.03217 0.83391 4.17984  0.5720
86 H 3.13777 -0.28454 2.18669  0.4435
87 H -0.22641 2.09552 2.19345  0.0881
88 H 0.48155 3.25091 4.23640  0.5730
89 N -2.04275 -0.50473 6.31390  -0.5031
90 C -1.69170 -1.06928 5.37745  -0.4429
91 C -1.25538 -1.73460 4.18005  0.1651
92 C -1.36723 -3.10516 4.00848  -0.5852
93 C -0.90627 -3.64464 2.82078  -1.5140
94 C -0.38140 -2.80803 1.85931  -0.5247
95 N -0.29071 -1.47697 2.00429  1.0462
96 C -0.71145 -0.96547 3.16104  0.0122
97 H -1.78837 -3.72709 4.78778  0.5786
98 H -0.93758 -4.71022 2.63944  0.5514
99 H 0.02273 -3.21177 0.94822  0.6814
100 H -0.61929 0.09543 3.30287  0.3571